The following is a DFT calculation (ωB97M-V with the def2-TZVPD basis set) of a molecular structure, C43H48N10O2P2S4SiY.

Computed properties:
Total charge: -1

Positions of all 111 atoms, in Å:
Y  -0.0521  0.4916  -0.3657
C  -0.6459  -4.2271  -4.4014
N  -0.2554  -3.4821  -3.2370
C  0.6295  -3.8774  -2.2856
C  0.6970  -2.8613  -1.3766
N  -0.1270  -1.8540  -1.7446
C  -0.6916  -2.2461  -2.8741
P  -1.9180  -1.3498  -3.8732
C  -3.0350  -0.9016  -2.5119
N  -2.7330  -0.2896  -1.3874
C  -3.8867  -0.2046  -0.6869
C  -4.9020  -0.7894  -1.3910
N  -4.3555  -1.2311  -2.5559
C  -5.0343  -1.9135  -3.6214
C  -1.0131  0.2188  -4.0418
N  -0.4854  0.9567  -3.0871
C  0.1283  1.9938  -3.7049
C  -0.0337  1.8836  -5.0590
N  -0.7630  0.7547  -5.2702
C  -1.1674  0.1983  -6.5301
H  -0.1052  -5.1713  -4.4159
H  -0.4125  -3.6682  -5.3102
H  -1.7185  -4.4319  -4.3834
H  1.1273  -4.8243  -2.3227
H  1.2812  -2.8119  -0.4788
H  -3.9249  0.2673  0.2727
H  -5.9411  -0.9232  -1.1711
H  -6.0870  -2.0219  -3.3666
H  -4.6002  -2.9034  -3.7733
H  -4.9522  -1.3509  -4.5541
H  0.6645  2.7327  -3.1426
H  0.3036  2.5024  -5.8655
H  -0.8877  0.8755  -7.3351
H  -2.2491  0.0492  -6.5504
H  -0.6795  -0.7656  -6.6922
S  1.5935  2.0904  1.4410
C  3.1498  1.4353  1.1066
C  4.0907  1.4330  2.1345
C  5.3758  0.9381  1.9571
C  6.3004  0.9761  3.0138
N  7.0500  1.0211  3.8865
C  5.7403  0.4192  0.6930
C  4.8025  0.4226  -0.3381
C  3.5149  0.9114  -0.1630
S  2.4540  0.8613  -1.5403
C  7.0233  -0.1008  0.4811
N  8.0714  -0.5441  0.3007
H  3.8007  1.8369  3.0940
H  5.0753  0.0378  -1.3108
C  2.0856  -0.8542  4.7460
C  1.6797  -2.3133  4.5705
C  1.8474  -3.1123  5.8600
O  2.4937  -2.9321  3.5832
P  1.8869  -3.0859  2.0803
S  0.4226  -4.3934  2.0074
S  1.6278  -1.2050  1.4060
O  3.1687  -3.7225  1.3583
C  4.3329  -2.9188  1.1231
C  4.7220  -3.0929  -0.3374
C  5.4388  -3.3386  2.0746
H  1.4900  -0.3996  5.5344
H  1.9194  -0.3038  3.8226
H  3.1418  -0.7927  5.0015
H  0.6298  -2.3685  4.2396
H  2.8942  -3.1019  6.1573
H  1.5434  -4.1432  5.6927
H  1.2441  -2.6856  6.6584
H  4.0741  -1.8675  1.3066
H  4.8589  -4.1509  -0.5549
H  5.6428  -2.5528  -0.5418
H  3.9350  -2.6979  -0.9765
H  5.7015  -4.3795  1.8965
H  5.0938  -3.2273  3.0990
H  6.3128  -2.7111  1.9185
N  -3.7284  -0.9522  5.1856
C  -2.9663  -0.8144  4.0585
C  -1.9419  0.1336  3.9874
C  -1.2077  0.2499  2.8278
N  -1.4201  -0.4938  1.7404
C  -2.3454  -1.4447  1.8345
C  -3.1365  -1.6429  2.9465
H  -3.6931  -0.2105  5.8637
H  -4.5867  -1.4693  5.1171
H  -1.7404  0.7800  4.8273
H  -0.4059  0.9762  2.7614
H  -2.4725  -2.0708  0.9622
H  -3.8799  -2.4255  2.9581
C  -5.9988  3.5035  -1.1384
C  -5.7048  3.2435  0.1876
C  -4.3986  3.0162  0.5731
C  -3.3506  3.0256  -0.3430
C  -3.6790  3.2360  -1.6757
C  -4.9766  3.4919  -2.0741
Si  -1.5425  2.7439  0.2302
C  -0.6489  4.3969  -0.1720
C  0.0483  5.0698  0.8283
C  0.7722  6.2156  0.5593
C  0.8147  6.7241  -0.7265
C  0.1361  6.0693  -1.7392
C  -0.5788  4.9199  -1.4590
H  -7.0139  3.7188  -1.4401
H  -6.4946  3.2334  0.9273
H  -4.1731  2.8357  1.6148
H  -2.8926  3.2056  -2.4186
H  -5.1939  3.6904  -3.1153
H  -1.8145  2.9724  1.7002
H  0.0358  4.6690  1.8299
H  1.3138  6.7078  1.3551
H  1.3808  7.6199  -0.9408
H  0.1725  6.4474  -2.7529
H  -1.0931  4.4160  -2.2672

=====

The following is a DFT calculation (ωB97M-V with the def2-TZVPD basis set) of 2 unconnected molecules or ions with the total composition C2H5O2.

Computed properties:
Total charge: +1

Positions of all 9 atoms, in Å:
C  -1.8599  -0.4867  0.0545
C  1.3308  0.4196  -0.4587
O  1.7361  -0.1955  0.5326
O  -1.0257  0.4077  -0.1323
H  -2.6323  -0.1488  0.7857
H  -1.9194  -1.4880  -0.3938
H  1.4848  1.5185  -0.5291
H  1.1140  -0.2439  -1.3243
H  1.7715  0.2171  1.4653

=====

Energy above the lowest of the compared OMol25 structures with the same formula, charge and spin in kcal/mol, matching the order above: 0.0; 20.4
DFT total energy in Ha, matching the order above: -4969.0507; -229.3125
F_max in eV Å⁻¹, matching the order above: 2.00; 3.15